Density functional theory data (ωB97M-V with the def2-TZVPD basis set) for a cluster of 8 separate species, C47H107N3O13 in total.

Charge: 0
Kohn-Sham gap in eV: 8.28
HOMO level in eV: -8.08

Bonds (Å) are listed after each position.
Cartesian coordinates (Å):
1 C 0.0812 9.0661 0.4375  C2 1.574, H12 1.090, H13 1.090, H14 1.090
2 C 0.8035 9.7686 1.6469  C1 1.574, C3 1.586, C4 1.629, N10 1.483
3 C 0.4710 11.3153 1.7637  C2 1.586, H15 1.090, H16 1.090, H17 1.090
4 C 0.0872 9.2749 3.0246  C2 1.629, C5 1.531, H18 1.090, H19 1.090
5 C 0.6040 7.8919 3.4292  C4 1.531, C6 1.572, H20 1.090, H21 1.090
6 C 2.1711 7.9270 3.5417  C5 1.572, C7 1.571, H22 1.090, H23 1.090
7 C 2.9205 8.3329 2.2218  C6 1.571, C8 1.584, C9 1.561, N10 1.477
8 C 4.4346 8.6361 2.5729  C7 1.584, H24 1.090, H25 1.090, H26 1.090
9 C 2.9180 7.1029 1.2605  C7 1.561, H27 1.090, H28 1.090, H29 1.090
10 N 2.2697 9.5561 1.7108  C2 1.483, C7 1.477, O11 1.377
11 O 2.9522 10.0758 0.6342  N10 1.377, H30 0.960
12 H 0.6038 9.3337 -0.4808  C1 1.090
13 H 0.1447 7.9837 0.5488  C1 1.090
14 H -0.9685 9.3470 0.3515  C1 1.090
15 H 0.8012 11.7652 2.6999  C3 1.090
16 H 1.1150 11.9331 1.1379  C3 1.090
17 H -0.5666 11.5762 1.5554  C3 1.090
18 H 0.0525 10.0226 3.8170  C4 1.090
19 H -0.9509 9.0958 2.7447  C4 1.090
20 H 0.2020 7.5989 4.3991  C5 1.090
21 H 0.4773 7.0800 2.7130  C5 1.090
22 H 2.4915 6.9559 3.9191  C6 1.090
23 H 2.5877 8.5467 4.3357  C6 1.090
24 H 5.0377 8.8860 1.7000  C8 1.090
25 H 4.8357 7.7282 3.0234  C8 1.090
26 H 4.4859 9.5087 3.2242  C8 1.090
27 H 3.6777 7.2214 0.4879  C9 1.090
28 H 1.9335 6.9607 0.8148  C9 1.090
29 H 3.1836 6.2085 1.8241  C9 1.090
30 H 3.0741 11.0084 0.8263  O11 0.960
31 C -1.2597 -9.6361 1.6666  C32 1.534, H42 1.090, H43 1.090, H44 1.090
32 C -2.2857 -8.4966 1.7000  C31 1.534, C33 1.523, C34 1.626, N40 1.467
33 C -3.4542 -8.7928 2.6311  C32 1.523, H45 1.090, H46 1.090, H47 1.090
34 C -1.4247 -7.2373 2.2624  C32 1.626, C35 1.549, H48 1.090, H49 1.090
35 C -2.2757 -5.9508 2.1237  C34 1.549, C36 1.573, H50 1.090, H51 1.090
36 C -2.5550 -5.7409 0.5903  C35 1.573, C37 1.548, H52 1.090, H53 1.090
37 C -3.2764 -6.8975 -0.1428  C36 1.548, C38 1.510, C39 1.564, N40 1.529
38 C -4.7652 -6.8445 0.1037  C37 1.510, H54 1.090, H55 1.090, H56 1.090
39 C -2.9827 -6.5949 -1.6484  C37 1.564, H57 1.090, H58 1.090, H59 1.090
40 N -2.6699 -8.2257 0.3103  C32 1.467, C37 1.529, O41 1.402
41 O -3.2969 -9.3174 -0.3068  N40 1.402, H60 0.960
42 H -1.7100 -10.4600 1.1129  C31 1.090
43 H -0.3211 -9.4235 1.1547  C31 1.090
44 H -0.9976 -9.8835 2.6953  C31 1.090
45 H -3.1637 -8.9566 3.6689  C33 1.090
46 H -4.2468 -8.0659 2.4536  C33 1.090
47 H -3.9383 -9.7006 2.2709  C33 1.090
48 H -1.2041 -7.3213 3.3265  C34 1.090
49 H -0.4536 -7.1327 1.7786  C34 1.090
50 H -3.2050 -6.0429 2.6858  C35 1.090
51 H -1.6263 -5.1717 2.5230  C35 1.090
52 H -1.6491 -5.4515 0.0576  C36 1.090
53 H -3.1693 -4.8438 0.5131  C36 1.090
54 H -5.3027 -7.7925 0.0836  C38 1.090
55 H -5.1711 -6.2784 -0.7347  C38 1.090
56 H -5.0199 -6.3053 1.0161  C38 1.090
57 H -2.0351 -7.0157 -1.9849  C39 1.090
58 H -2.8785 -5.5429 -1.9138  C39 1.090
59 H -3.7726 -7.0729 -2.2278  C39 1.090
60 H -2.6545 -9.4358 -1.0103  O41 0.960
61 C 5.4937 -1.5285 0.1116  C62 1.536, H72 1.090, H73 1.090, H74 1.090
62 C 6.7664 -0.9855 -0.5560  C61 1.536, C63 1.528, C64 1.538, N70 1.476
63 C 6.8223 0.5334 -0.3969  C62 1.528, H75 1.090, H76 1.090, H77 1.090
64 C 7.9215 -1.6207 0.2369  C62 1.538, C65 1.572, H78 1.090, H79 1.090
65 C 9.3740 -1.5684 -0.3626  C64 1.572, C66 1.561, H80 1.090, H81 1.090
66 C 9.2659 -1.9169 -1.8799  C65 1.561, C67 1.583, H82 1.090, H83 1.090
67 C 8.0943 -1.3199 -2.7609  C66 1.583, C68 1.530, C69 1.545, N70 1.453
68 C 8.4448 0.0980 -3.2167  C67 1.530, H84 1.090, H85 1.090, H86 1.090
69 C 7.8584 -2.1587 -4.0369  C67 1.545, H87 1.090, H88 1.090, H89 1.090
70 N 6.8770 -1.3901 -1.9713  C62 1.476, C67 1.453, O71 1.362
71 O 5.8195 -0.8415 -2.6313  N70 1.362, H90 0.960
72 H 5.3199 -2.5868 -0.0831  C61 1.090
73 H 5.4677 -1.3931 1.1928  C61 1.090
74 H 4.5838 -1.0458 -0.2451  C61 1.090
75 H 6.9138 0.7827 0.6603  C63 1.090
76 H 7.6492 0.9385 -0.9802  C63 1.090
77 H 5.9001 1.0461 -0.6703  C63 1.090
78 H 8.0423 -1.1410 1.2082  C64 1.090
79 H 7.8774 -2.7003 0.3805  C64 1.090
80 H 9.7608 -0.5539 -0.2659  C65 1.090
81 H 10.0081 -2.2177 0.2410  C65 1.090
82 H 9.1319 -2.9982 -1.9082  C66 1.090
83 H 10.2618 -1.7387 -2.2855  C66 1.090
84 H 8.9707 0.1060 -4.1715  C68 1.090
85 H 9.0523 0.7137 -2.5534  C68 1.090
86 H 7.5105 0.6072 -3.4530  C68 1.090
87 H 7.7248 -3.2125 -3.7924  C69 1.090
88 H 8.7355 -2.2233 -4.6808  C69 1.090
89 H 6.9849 -1.9041 -4.6372  C69 1.090
90 H 5.3277 -1.6044 -2.9438  O71 0.960
91 C 5.9713 -8.4888 -4.4385  O92 1.460, H97 1.090, H98 1.090, H99 1.090
92 O 4.7390 -7.7059 -4.4124  C91 1.460, C93 1.428
93 C 4.5886 -6.7673 -3.3472  O92 1.428, C94 1.522, H100 1.090, H101 1.090
94 C 3.3348 -5.9194 -3.5049  C93 1.522, O95 1.437, H102 1.090, H103 1.090
95 O 3.4690 -4.9384 -4.5464  C94 1.437, C96 1.456
96 C 2.2211 -4.2497 -4.8441  O95 1.456, H104 1.090, H105 1.090, H106 1.090
97 H 6.9000 -7.9352 -4.5765  C91 1.090
98 H 6.0162 -9.0831 -5.3511  C91 1.090
99 H 6.1897 -9.1607 -3.6084  C91 1.090
100 H 5.4265 -6.0899 -3.1823  C93 1.090
101 H 4.5097 -7.2523 -2.3742  C93 1.090
102 H 3.0165 -5.4689 -2.5648  C94 1.090
103 H 2.5337 -6.6260 -3.7214  C94 1.090
104 H 1.9663 -3.4968 -4.0982  C96 1.090
105 H 1.4345 -5.0037 -4.8719  C96 1.090
106 H 2.4116 -3.7647 -5.8015  C96 1.090
107 C 3.3568 3.4962 -11.1352  O108 1.426, H113 1.090, H114 1.090, H115 1.090
108 O 4.1252 3.5875 -9.9368  C107 1.426, C109 1.431
109 C 3.9789 2.4958 -9.0232  O108 1.431, C110 1.528, H116 1.090, H117 1.090
110 C 3.9711 3.0536 -7.6007  C109 1.528, O111 1.431, H118 1.090, H119 1.090
111 O 2.8838 3.9496 -7.3482  C110 1.431, C112 1.428
112 C 2.8133 4.3167 -5.9699  O111 1.428, H120 1.090, H121 1.090, H122 1.090
113 H 3.4672 2.5154 -11.5977  C107 1.090
114 H 3.7518 4.2390 -11.8283  C107 1.090
115 H 2.2988 3.7139 -10.9894  C107 1.090
116 H 4.8770 1.9180 -9.2416  C109 1.090
117 H 3.1475 1.8250 -9.2398  C109 1.090
118 H 4.8881 3.6344 -7.5014  C110 1.090
119 H 3.9623 2.1543 -6.9848  C110 1.090
120 H 2.5806 3.4171 -5.4002  C112 1.090
121 H 2.0797 5.1025 -5.7900  C112 1.090
122 H 3.7629 4.7015 -5.5978  C112 1.090
123 C -5.3713 -1.3879 10.9933  O124 1.435, H129 1.090, H130 1.090, H131 1.090
124 O -4.5392 -1.5811 9.8408  C123 1.435, C125 1.424
125 C -5.2801 -2.1350 8.7579  O124 1.424, C126 1.540, H132 1.090, H133 1.090
126 C -5.5451 -3.6480 8.8659  C125 1.540, O127 1.373, H134 1.090, H135 1.090
127 O -4.5186 -4.5104 8.5690  C126 1.373, C128 1.335
128 C -3.4874 -4.4048 9.4106  O127 1.335, H136 1.090, H137 1.090, H138 1.090
129 H -4.7495 -0.8947 11.7404  C123 1.090
130 H -5.6682 -2.3311 11.4520  C123 1.090
131 H -6.2506 -0.7553 10.8721  C123 1.090
132 H -4.5914 -1.9173 7.9415  C125 1.090
133 H -6.1207 -1.4653 8.5762  C125 1.090
134 H -6.4310 -3.7928 8.2476  C126 1.090
135 H -5.9070 -3.7750 9.8862  C126 1.090
136 H -3.1007 -3.3882 9.3397  C128 1.090
137 H -2.7182 -4.9861 8.9022  C128 1.090
138 H -3.7172 -4.7533 10.4175  C128 1.090
139 C -14.0669 2.3698 -3.5905  O140 1.400, H145 1.090, H146 1.090, H147 1.090
140 O -13.4710 3.0971 -2.5536  C139 1.400, C141 1.427
141 C -12.0448 3.0768 -2.5822  O140 1.427, C142 1.531, H148 1.090, H149 1.090
142 C -11.4418 3.9732 -1.4970  C141 1.531, O143 1.438, H150 1.090, H151 1.090
143 O -10.1558 4.5282 -1.8234  C142 1.438, C144 1.455
144 C -9.0706 3.5656 -1.9320  O143 1.455, H152 1.090, H153 1.090, H154 1.090
145 H -15.1278 2.6187 -3.5669  C139 1.090
146 H -14.1146 1.2841 -3.5073  C139 1.090
147 H -13.6554 2.6276 -4.5664  C139 1.090
148 H -11.6228 3.4165 -3.5281  C141 1.090
149 H -11.6547 2.0734 -2.4118  C141 1.090
150 H -11.4079 3.4543 -0.5390  C142 1.090
151 H -12.1543 4.7887 -1.3733  C142 1.090
152 H -9.0204 2.9473 -2.8283  C144 1.090
153 H -9.2279 2.9557 -1.0425  C144 1.090
154 H -8.1155 4.0874 -1.8705  C144 1.090
155 C -2.2431 1.5922 0.2312  O156 1.483, H161 1.090, H162 1.090, H163 1.090
156 O -3.6153 1.7368 0.7761  C155 1.483, C157 1.393
157 C -3.7494 1.3645 2.1117  O156 1.393, C158 1.518, H164 1.090, H165 1.090
158 C -3.6531 2.5439 3.0632  C157 1.518, O159 1.432, H166 1.090, H167 1.090
159 O -4.3549 2.1822 4.2579  C158 1.432, C160 1.446
160 C -3.9487 2.9612 5.4066  O159 1.446, H168 1.090, H169 1.090, H170 1.090
161 H -1.5435 1.2900 1.0106  C155 1.090
162 H -1.9137 2.5736 -0.1101  C155 1.090
163 H -2.2034 1.0320 -0.7030  C155 1.090
164 H -3.1816 0.4891 2.4271  C157 1.090
165 H -4.7715 0.9957 2.1974  C157 1.090
166 H -4.0658 3.3993 2.5284  C158 1.090
167 H -2.6058 2.8154 3.1962  C158 1.090
168 H -4.4048 2.4334 6.2441  C160 1.090
169 H -4.3265 3.9827 5.4509  C160 1.090
170 H -2.8713 3.0485 5.5473  C160 1.090

Atomic partial charges in e from the Löwdin method, atoms 1 to 8:
1 C -0.02
2 C -0.42
3 C -0.05
4 C -0.13
5 C -0.17
6 C -0.14
7 C -0.47
8 C -0.03